Record 1
A cluster of 2 separate species, C8H11F2NOS in total in a non-equilibrium geometry. Source: the Open Molecules 2025 dataset; level of theory: ωB97M-V with the def2-TZVPD basis set.

ORCA input file:
```
! wB97M-V def2-TZVPD RIJCOSX def2/J DEFGRID3
* xyz 0 3
C -0.97 2.69 0.76
C -0.76 1.61 0.25
C 2.30 -0.89 0.03
C 2.00 0.24 -0.92
C 1.44 -0.68 1.22
C 0.55 0.20 -1.41
C -0.13 -0.73 0.78
C -0.36 0.28 -0.24
N -2.30 0.08 -1.29
O -4.67 -0.37 -0.56
F -3.29 0.59 1.10
F -2.74 -1.59 0.49
S -3.32 -0.22 -0.28
H -1.41 3.43 1.37
H 2.05 -1.77 -0.60
H 3.47 -0.87 0.21
H 2.50 1.22 -0.63
H 2.61 0.03 -1.91
H 1.53 -1.26 2.13
H 1.65 0.39 1.51
H 0.52 0.98 -2.11
H 0.45 -0.89 -1.90
H -0.32 -1.77 0.29
H -0.82 -0.70 1.71
*
```

Computed properties:
calculated total energy	-28273.249	eV
<S²>	2.021
ΔE to the lowest compared entry with this formula, charge and spin	0.745	eV



Record 2
The ion C6H15N2O2S2 with charge +1 in a non-equilibrium geometry. Source: the Open Molecules 2025 dataset; level of theory: ωB97M-V with the def2-TZVPD basis set.

ORCA input file:
```
! wB97M-V def2-TZVPD RIJCOSX def2/J DEFGRID3
* xyz 1 1
C 1.36 2.52 1.10
N 0.90 2.01 -0.23
C 1.47 0.68 -0.68
O 1.19 0.50 -2.02
C 0.99 -0.39 0.32
S 2.44 -1.53 0.70
N -0.20 -1.04 -0.14
C -0.13 -2.45 -0.58
C -1.31 -0.32 -0.15
O -1.30 0.91 -0.07
C -2.63 -0.94 -0.01
S -4.00 0.33 0.18
H 0.56 2.38 1.91
H 2.22 2.06 1.43
H 1.50 3.61 0.93
H 1.06 2.70 -1.10
H -0.21 1.77 -0.30
H 2.55 0.83 -0.53
H 1.98 -0.02 -2.38
H 0.89 0.05 1.40
H 1.90 -1.72 1.95
H -0.10 -3.05 0.33
H -1.04 -2.62 -1.13
H 0.78 -2.55 -1.23
H -3.08 -1.54 -0.79
H -2.79 -1.60 0.79
H -4.98 -0.58 0.30
*
```

Computed properties:
calculated total energy	-35203.144	eV
SMILES	C[NH2+][C@H](O)[C@H](S)N(C)C(=O)CS
ΔE to the lowest compared entry with this formula, charge and spin	0.000	eV



Record 3
A cluster of 2 separate species, C7H12 in total. Source: the Open Molecules 2025 dataset; level of theory: ωB97M-V with the def2-TZVPD basis set.

ORCA input file:
```
! wB97M-V def2-TZVPD RIJCOSX def2/J DEFGRID3
* xyz 0 1
C -2.27 -0.33 -0.28
C -1.12 0.56 0.17
C -0.09 -0.10 1.13
C 1.31 0.39 0.58
C 2.35 -0.71 0.62
C 1.24 0.97 -0.97
C 0.01 0.82 -0.73
H -1.90 -1.24 -0.77
H -2.86 -0.63 0.59
H -2.94 0.18 -0.97
H -1.52 1.50 0.57
H -0.25 0.15 2.18
H -0.16 -1.18 1.01
H 1.64 1.26 1.16
H 2.03 -1.56 0.01
H 2.49 -1.06 1.65
H 3.30 -0.35 0.23
H -0.31 0.53 -2.98
H -0.96 0.80 -3.20
*
```

Computed properties:
calculated total energy	-7448.298	eV
ΔE to the lowest compared entry with this formula, charge and spin	5.133	eV



Record 4
A cluster of 2 separate species, C10H19F8N2O2 in total in a non-equilibrium geometry. Source: the Open Molecules 2025 dataset; level of theory: ωB97M-V with the def2-TZVPD basis set.

ORCA input file:
```
! wB97M-V def2-TZVPD RIJCOSX def2/J DEFGRID3
* xyz 1 1
N 0.05 -2.04 -3.99
C 0.80 -2.87 -3.00
N 2.25 -2.49 -2.86
C 2.51 -1.04 -2.55
C 3.15 -0.80 -1.09
O 2.50 -1.60 -0.09
C 2.76 -1.12 1.24
C 1.73 -0.03 1.76
F 2.04 1.20 1.15
F 2.00 0.14 3.15
C 0.19 -0.45 1.66
F -0.51 -0.14 2.85
F 0.18 -1.88 1.61
C -0.57 0.04 0.36
F -1.83 -0.61 0.37
F 0.04 -0.32 -0.85
C -0.89 1.61 0.29
F -0.56 2.32 1.45
F -0.06 2.14 -0.75
H 0.74 -1.74 -4.69
H -0.30 -1.20 -3.49
H 0.27 -2.95 -1.99
H 0.79 -3.94 -3.42
H 2.72 -2.69 -3.76
H 2.73 -3.06 -2.13
H 3.32 -0.68 -3.28
H 1.63 -0.35 -2.72
H 3.11 0.32 -0.92
H 4.25 -1.10 -1.12
H 2.90 -1.99 1.98
H 3.79 -0.60 1.21
H -1.96 1.85 -0.03
C -4.58 3.60 3.18
C -4.66 2.28 2.44
O -3.90 2.33 1.24
H -4.95 4.41 2.55
H -5.17 3.58 4.10
H -3.54 3.84 3.43
H -5.70 2.06 2.18
H -4.28 1.46 3.07
H -2.99 2.52 1.49
*
```

Computed properties:
calculated total energy	-39484.144	eV



Record 5
A structure of composition C25H58FN12NbO10P in a non-equilibrium geometry. Source: the Open Molecules 2025 dataset; level of theory: ωB97M-V with the def2-TZVPD basis set.

ORCA input file:
```
! wB97M-V def2-TZVPD RIJCOSX def2/J DEFGRID3
* xyz -1 1
C -0.70 -3.99 -0.95
C 0.42 -4.13 -1.99
O 1.18 -2.93 -2.19
P 0.73 -2.10 -3.48
O 0.85 -2.92 -4.70
C 1.82 -0.68 -3.61
C 1.93 0.22 -2.34
C 0.54 0.76 -1.93
Nb 0.55 2.76 -0.85
C -1.33 3.30 -2.02
C -0.61 1.75 0.85
C -1.15 2.67 1.94
C -2.03 1.86 2.90
F -1.30 0.84 3.51
C 2.58 2.40 0.11
C 3.26 3.67 0.57
O 3.62 4.57 -0.17
C 3.49 3.71 2.07
C 4.60 3.10 2.57
C 4.79 3.08 3.93
C 3.85 3.66 4.73
C 2.75 4.29 4.23
C 2.56 4.31 2.87
O -0.81 -1.76 -3.22
C -1.49 -1.17 -4.32
C -2.99 -1.39 -4.10
H -1.68 -4.06 -1.43
H -0.62 -4.82 -0.26
H -0.67 -3.04 -0.42
H 1.12 -4.88 -1.63
H 0.00 -4.52 -2.92
H 2.81 -1.10 -3.79
H 1.57 -0.05 -4.47
H 2.63 1.02 -2.56
H 2.37 -0.41 -1.56
H 0.09 0.02 -1.26
H -0.08 0.85 -2.83
H 1.46 3.59 -2.23
H 0.40 4.36 0.05
H -2.02 2.47 -1.89
H -1.70 4.25 -1.62
H -1.07 3.40 -3.06
H -0.02 0.93 1.28
H -1.46 1.26 0.35
H -1.80 3.45 1.55
H -0.34 3.06 2.56
H -2.81 1.36 2.32
H -2.50 2.48 3.68
H 2.39 1.77 0.98
H 3.31 1.91 -0.54
H 5.29 2.63 1.89
H 5.66 2.56 4.31
H 3.99 3.64 5.80
H 2.00 4.74 4.86
H 1.69 4.77 2.42
H -1.21 -1.60 -5.28
H -1.34 -0.09 -4.38
H -3.19 -2.44 -4.21
H -3.60 -0.77 -4.75
H -3.19 -1.12 -3.06
C -2.50 4.97 -5.43
O -2.76 4.05 -4.68
N -1.34 5.69 -5.33
N -3.36 5.38 -6.43
H -1.11 6.45 -5.93
H -0.70 5.42 -4.61
H -4.22 4.87 -6.52
H -3.16 6.14 -7.05
C 0.44 3.71 7.51
O 0.22 4.47 6.59
N 0.56 2.37 7.30
N 0.58 4.12 8.81
H 0.74 1.68 8.01
H 0.45 2.06 6.35
H 0.50 5.10 8.99
H 0.76 3.50 9.58
C 2.56 -0.84 7.71
O 1.51 -0.33 8.10
N 2.60 -1.66 6.64
N 3.76 -0.61 8.34
H 3.44 -2.09 6.29
H 1.74 -1.85 6.16
H 3.75 0.00 9.13
H 4.62 -1.01 8.04
C -5.43 -3.07 -6.58
O -5.16 -3.00 -5.40
N -6.72 -3.17 -7.04
N -4.47 -3.04 -7.55
H -6.96 -3.23 -8.01
H -7.45 -3.19 -6.35
H -3.51 -2.96 -7.25
H -4.67 -3.09 -8.53
C -1.01 -7.83 -1.76
O -1.10 -7.10 -0.80
N -0.42 -9.07 -1.70
N -1.51 -7.49 -2.99
H -0.34 -9.69 -2.48
H -0.05 -9.35 -0.81
H -1.95 -6.59 -3.07
H -1.45 -8.08 -3.80
C 1.21 -3.00 3.51
O 1.58 -3.24 4.65
N -0.10 -2.82 3.18
N 2.09 -2.88 2.47
H -0.41 -2.62 2.25
H -0.77 -2.90 3.92
H 3.07 -3.00 2.68
H 1.82 -2.67 1.53
*
```

Computed properties:
calculated total energy	-78782.145	eV



Record 6
A cluster of 4 separate species, C3H11NO3 in total in a non-equilibrium geometry. Source: the Open Molecules 2025 dataset; level of theory: ωB97M-V with the def2-TZVPD basis set.

ORCA input file:
```
! wB97M-V def2-TZVPD RIJCOSX def2/J DEFGRID3
* xyz 0 1
C 1.97 0.90 0.02
C 0.65 1.13 0.07
N -0.08 2.25 0.47
C -0.15 3.27 -0.29
H 2.61 1.65 0.45
H 2.33 -0.01 -0.42
H -0.02 0.27 0.08
H -0.93 3.99 -0.09
H 0.60 3.35 -1.08
O 1.81 -3.40 -1.38
H 2.23 -4.25 -1.34
H 2.10 -2.89 -2.14
O -2.68 0.73 1.17
H -1.84 1.21 1.11
H -2.66 0.47 2.11
O -1.29 -3.10 0.11
H -0.60 -3.32 -0.53
H -0.91 -2.32 0.55
*
```

Computed properties:
calculated total energy	-10920.049	eV
SMILES	C=CN=C.O.O.O
ΔE to the lowest compared entry with this formula, charge and spin	2.957	eV



Record 7
A cluster of 2 separate species, CH3F2PS in total in a non-equilibrium geometry. Source: the Open Molecules 2025 dataset; level of theory: ωB97M-V with the def2-TZVPD basis set.

ORCA input file:
```
! wB97M-V def2-TZVPD RIJCOSX def2/J DEFGRID3
* xyz 0 1
C 1.76 1.33 1.39
S 2.01 0.03 2.23
H 2.25 2.36 1.59
H 0.97 1.32 0.57
F -1.00 -2.28 -2.05
P -2.09 -1.12 -1.96
F -1.17 -0.13 -1.10
H -2.74 -1.51 -0.67
*
```

Computed properties:
calculated total energy	-26644.390	eV
SMILES	C=S.FPF
ΔE to the lowest compared entry with this formula, charge and spin	1.875	eV



Record 8
An isolated molecule of C22H19ClN6O in a non-equilibrium geometry. Source: the Open Molecules 2025 dataset; level of theory: ωB97M-V with the def2-TZVPD basis set.

ORCA input file:
```
! wB97M-V def2-TZVPD RIJCOSX def2/J DEFGRID3
* xyz 0 1
C 2.89 3.47 -0.69
C 2.04 2.43 -0.44
C 2.03 1.18 -1.23
C 0.92 0.29 -0.64
C 1.41 -1.00 -0.07
N 2.65 -1.49 -0.20
C 2.64 -2.72 0.43
C 3.69 -3.64 0.60
C 5.09 -3.32 0.16
C 3.44 -4.85 1.24
C 2.16 -5.10 1.80
C 1.12 -4.20 1.60
C 1.42 -2.98 0.95
N 0.65 -1.88 0.64
N 0.28 1.18 0.36
C -1.07 1.00 0.63
O -1.57 -0.10 0.36
C -1.78 1.91 1.53
C -1.81 1.56 2.89
C -2.32 2.43 3.81
Cl -2.30 1.89 5.51
C -2.84 3.65 3.45
C -2.86 4.02 2.12
C -2.36 3.14 1.09
N -2.41 3.58 -0.23
N -2.14 2.77 -1.31
C -2.19 3.54 -2.37
C -2.48 4.88 -1.93
N -2.61 4.87 -0.64
C 1.02 2.39 0.68
H 3.61 3.38 -1.48
H 2.91 4.37 -0.07
H 3.02 0.64 -1.26
H 1.76 1.45 -2.24
H 0.18 0.09 -1.44
H 5.13 -3.24 -0.94
H 5.78 -4.09 0.56
H 5.39 -2.36 0.59
H 4.22 -5.62 1.33
H 1.99 -6.02 2.36
H 0.14 -4.46 1.96
H -0.35 -1.72 0.83
H -1.30 0.64 3.23
H -3.26 4.34 4.20
H -3.28 5.00 1.86
H -2.01 3.23 -3.38
H -2.57 5.75 -2.60
H 0.39 3.30 0.67
H 1.47 2.33 1.65
*
```

Computed properties:
calculated total energy	-46632.333	eV
SMILES	C=C1C[C@@H](c2nc3c(C)cccc3[nH]2)N(C(=O)c2cc(Cl)ccc2-n2nccn2)C1